1.
75
Properties=species:S:1:pos:R:3:forces:R:3:mulliken_spin:R:1 method="wB97M-V/def2-TZVPD" molar_mass_g_mol=989.83 multiplicity=2 relative_energy_kj_mol=49.4 homo_ev="-4.08 / -5.25" total_charge=-1 s_squared=0.754 gap_ev="5.264 / 6.444"
Ti 0.0421 -0.0411 -0.6055 -2.2 -0.8 -0.5 0.865
O -5.1566 -1.8009 1.9436 0.0 0.1 0.0 0.001
C -4.1150 -1.4355 1.1463 -0.2 0.0 0.1 0.007
C -4.0297 -0.1566 0.5957 -0.2 0.0 0.1 -0.006
C -2.9325 0.1417 -0.1742 0.2 -0.1 -0.2 0.013
N -1.9937 -0.7675 -0.4058 -0.2 -0.1 0.2 0.014
C -2.0746 -1.9878 0.1133 0.1 0.1 -0.2 0.019
C -3.1294 -2.3839 0.9003 -0.1 0.0 0.0 -0.005
C -0.8545 -2.8104 -0.2647 0.0 0.1 -0.3 0.006
O -0.8139 -4.0145 -0.0678 0.0 0.1 0.1 0.000
O 0.0232 -2.0736 -0.8564 -0.1 -0.8 0.1 -0.030
C -2.6199 1.4842 -0.8228 0.1 0.1 0.0 0.004
O -3.5147 2.3214 -0.9020 0.1 -0.1 0.0 0.003
O -1.4155 1.5458 -1.2407 -0.2 0.1 0.0 -0.004
H -5.7514 -1.0486 2.0405 0.0 0.0 0.0 0.000
H -4.7806 0.6059 0.7691 0.0 0.0 0.0 0.000
H -3.1745 -3.3799 1.3187 0.0 0.0 0.0 0.000
Se 2.9708 3.2786 -6.8638 0.1 0.3 -0.4 -0.002
N 3.1636 3.5890 -5.1203 0.1 0.0 -0.1 0.000
C 2.3946 2.7421 -4.5068 -0.2 -0.2 0.4 -0.002
C 2.2738 2.6625 -3.0462 0.2 0.3 -0.5 0.002
C 3.0031 3.4743 -2.1826 0.1 0.1 -0.1 0.012
C 2.8641 3.2973 -0.8265 0.1 0.1 0.0 0.001
C 1.9892 2.3272 -0.3675 -0.3 -0.2 0.1 0.013
N 1.2653 1.5791 -1.1891 0.5 0.5 -0.5 0.001
C 1.4180 1.7222 -2.5096 -0.3 -0.4 0.0 -0.036
C 0.6639 0.7830 -3.3625 0.0 0.2 0.5 0.053
N -0.0788 -0.1384 -2.7277 0.6 0.1 -1.0 -0.045
C -0.8305 -0.9615 -3.4534 0.2 0.0 0.4 0.050
C -0.8466 -0.9332 -4.8358 0.0 0.0 -0.2 -0.012
C -0.0373 -0.0343 -5.4945 0.0 0.0 -0.1 0.032
C 0.7355 0.8427 -4.7415 0.2 0.4 -0.6 -0.002
C 1.6246 1.8419 -5.3499 -0.2 -0.2 0.5 -0.005
N 1.7801 1.9743 -6.6308 0.1 0.0 -0.1 -0.003
H 3.6745 4.2175 -2.5945 0.0 0.0 0.0 0.000
H 3.4211 3.8919 -0.1165 0.0 0.0 0.0 0.000
H 1.8681 2.1294 0.6883 0.0 0.0 0.0 0.003
H -1.4166 -1.6763 -2.8964 0.0 0.0 0.1 0.007
H -1.4786 -1.6236 -5.3764 0.0 0.0 0.0 -0.001
H 0.0122 0.0071 -6.5752 0.0 0.0 0.0 0.001
Cl 0.8485 0.8712 6.7818 0.0 0.0 -0.1 0.001
C 0.4362 0.8131 5.0788 0.0 -0.1 0.1 0.009
C 0.2088 1.9762 4.4143 0.0 0.2 -0.1 -0.005
C -0.0990 1.9676 3.0388 0.1 0.0 0.1 0.014
I -0.5070 3.7673 2.0698 0.0 0.0 0.0 0.000
C -0.1569 0.7918 2.3048 0.1 0.0 -0.1 0.002
O -0.4006 0.7575 1.0341 0.0 0.8 2.2 0.006
C 0.0237 -0.4423 3.0393 0.0 -0.2 0.0 0.003
N -0.1427 -1.5947 2.3420 0.0 0.2 0.0 0.001
C 0.0124 -2.7371 2.9542 0.0 0.0 0.0 0.003
C 0.3459 -2.8329 4.3231 0.0 -0.1 -0.1 -0.002
C 0.5015 -1.6904 5.0465 0.0 0.1 0.1 0.002
C 0.3333 -0.4353 4.4165 0.0 -0.1 0.0 -0.002
H 0.2747 2.9169 4.9449 0.0 0.0 0.0 0.000
H -0.1309 -3.6308 2.3481 0.0 0.1 0.1 0.000
H 0.4583 -3.8057 4.7852 0.0 0.0 0.0 0.000
H 0.7497 -1.7254 6.0988 0.0 0.0 0.0 0.000
C 2.1463 -6.7954 -2.1759 0.0 0.1 0.0 0.000
C 2.3703 -5.3674 -1.7383 0.0 -0.1 -0.1 0.000
C 2.4577 -4.3444 -2.6797 0.0 0.0 0.0 0.000
C 2.6514 -3.0287 -2.2915 0.0 0.0 0.1 0.000
C 2.7643 -2.7321 -0.9417 -0.1 -0.1 0.0 0.013
C 2.7065 -3.7359 0.0106 0.0 0.0 0.0 0.001
C 2.5036 -5.0451 -0.3928 0.0 0.0 0.0 -0.001
S 3.0169 -1.0658 -0.4077 0.1 0.3 0.3 -0.007
O 3.2916 -0.3053 -1.6136 -0.1 0.0 0.0 0.001
O 4.0739 -1.1359 0.5682 0.1 0.1 0.1 0.000
O 1.7512 -0.5714 0.2682 1.6 -0.5 -0.1 0.009
H 1.3789 -6.8520 -2.9507 0.0 0.0 0.0 0.000
H 1.8266 -7.4171 -1.3380 0.0 0.0 0.0 0.000
H 3.0618 -7.2319 -2.5865 0.0 0.0 0.0 0.000
H 2.3593 -4.5834 -3.7345 0.0 0.0 0.0 0.000
H 2.7113 -2.2262 -3.0145 0.0 0.0 0.0 -0.004
H 2.8049 -3.4823 1.0591 0.0 0.0 0.0 0.000
H 2.4295 -5.8310 0.3514 0.0 0.0 0.0 0.000



2.
77
Properties=species:S:1:pos:R:3:forces:R:3:lowdin_charge:R:1 method="wB97M-V/def2-TZVPD" molar_mass_g_mol=1265.32 relative_energy_kj_mol=0.0 homo_ev=-3.99 total_charge=-1 gap_ev=5.156
W 0.3730 -0.1827 0.1448 0.1 0.0 0.0 0.913
O -0.7086 2.3966 -2.9590 0.0 0.0 0.0 0.072
C -0.3197 1.4844 -2.2566 0.0 0.0 0.0 -0.616
O -0.1786 1.5226 -0.9732 0.0 0.0 0.0 -0.343
C 0.0239 0.1461 -2.8703 0.0 0.0 0.0 -0.177
C -0.0390 -0.0186 -4.2377 0.0 0.0 0.0 0.022
C 0.3047 -1.2423 -4.7820 0.0 0.0 0.0 -0.028
C 0.7309 -2.2380 -3.9277 0.0 0.0 0.0 -0.054
C 0.7639 -1.9990 -2.5617 0.0 0.0 0.0 -0.314
N 0.3827 -0.8357 -2.0236 0.0 0.0 -0.1 0.020
C 1.2150 -3.1397 -1.6857 -0.1 0.0 0.1 -0.745
O 0.4367 -3.7190 -0.9552 0.0 0.0 0.0 -0.040
O -2.0877 -2.7017 -1.1892 0.0 0.0 0.0 -0.082
H -0.3491 0.8292 -4.8311 0.0 0.0 0.0 0.122
H 0.2733 -1.4080 -5.8505 0.0 0.0 0.0 0.112
H 1.0698 -3.1971 -4.2936 0.0 0.0 0.0 0.116
C -2.9038 1.3700 -0.3846 0.0 0.0 0.0 -0.225
P -2.1006 -0.0015 0.5266 -0.1 0.0 0.0 0.998
C -2.3143 0.8279 2.1892 0.0 0.0 0.0 -0.388
N -3.5245 1.0379 2.6285 0.0 0.0 0.0 0.132
C -3.6851 1.7746 3.7595 0.0 0.0 0.0 -0.202
C -4.9809 1.9770 4.2878 0.0 0.0 0.0 -0.015
C -5.1425 2.7336 5.4126 0.0 0.0 0.0 -0.083
C -4.0260 3.3253 6.0496 0.0 0.0 0.0 -0.083
C -2.7679 3.1485 5.5505 0.0 0.0 0.0 -0.013
C -2.5779 2.3610 4.3918 0.0 0.0 0.0 -0.204
N -1.3280 2.2007 3.8837 0.0 0.0 0.0 0.135
C -1.1756 1.4327 2.8400 0.0 0.0 0.0 -0.366
P 0.4977 1.3559 2.0270 0.0 0.0 0.0 0.907
C 0.5718 3.0983 1.5004 0.0 0.0 0.0 -0.235
C 1.8415 1.1659 3.3427 0.0 0.0 0.0 -0.667
C 2.3931 -0.2620 3.3068 0.0 0.0 0.0 -0.114
C 2.9830 2.1305 2.9896 0.0 0.0 0.0 -0.115
C 1.3695 1.4684 4.7658 0.0 0.0 0.0 -0.108
C -3.3754 -1.4180 0.4095 0.0 0.0 0.0 -0.596
C -4.3201 -1.1696 -0.7740 0.0 0.0 0.0 -0.094
C -2.6205 -2.7195 0.1145 0.0 0.0 0.0 -0.289
C -4.2334 -1.6482 1.6555 0.0 0.0 0.0 -0.106
H -3.9103 1.5208 0.0028 0.0 0.0 0.0 0.047
H -2.9350 1.1670 -1.4531 0.0 0.0 0.0 0.052
H -2.3111 2.2704 -0.2393 0.0 0.0 0.0 0.045
H -5.8178 1.5166 3.7788 0.0 0.0 0.0 0.112
H -6.1319 2.8878 5.8238 0.0 0.0 0.0 0.100
H -4.1771 3.9234 6.9390 0.0 0.0 0.0 0.100
H -1.8961 3.5906 6.0148 0.0 0.0 0.0 0.113
H 0.5270 3.7605 2.3651 0.0 0.0 0.0 0.050
H -0.2682 3.2883 0.8340 0.0 0.0 0.0 0.039
H 1.4897 3.2518 0.9342 0.0 0.0 0.0 0.034
H 2.7505 -0.5507 2.3178 0.0 0.0 0.0 0.029
H 1.6508 -0.9840 3.6485 0.0 0.0 0.0 0.054
H 3.2427 -0.3147 3.9929 0.0 0.0 0.0 0.094
H 3.3523 1.9621 1.9781 0.0 0.0 0.0 0.019
H 3.8041 1.9395 3.6856 0.0 0.0 0.0 0.089
H 2.6877 3.1750 3.0997 0.0 0.0 0.0 0.071
H 0.5763 0.7924 5.0871 0.0 0.0 0.0 0.071
H 1.0124 2.4903 4.8798 0.0 0.0 0.0 0.066
H 2.2265 1.3216 5.4297 0.0 0.0 0.0 0.085
H -3.7821 -1.0026 -1.7046 0.0 0.0 0.0 0.076
H -4.9905 -0.3320 -0.5846 0.0 0.0 0.0 0.075
H -4.9320 -2.0662 -0.9097 0.0 0.0 0.0 0.093
H -1.2228 -3.1437 -1.1394 0.1 0.0 -0.1 0.030
H -3.3481 -3.5383 0.2104 0.0 0.0 0.0 0.124
H -1.8350 -2.8930 0.8531 0.0 0.0 0.0 0.083
H -4.9021 -0.8132 1.8397 0.0 0.0 0.0 0.062
H -3.6377 -1.8111 2.5509 0.0 0.0 0.0 0.033
H -4.8361 -2.5453 1.4847 0.0 0.0 0.0 0.084
Se 5.3059 -2.1505 0.7023 0.0 0.0 0.0 -0.340
Sb 4.9134 -0.5311 -1.0300 0.0 0.0 0.0 0.111
Se 2.7596 0.7646 -0.5186 0.0 -0.1 0.0 -0.035
Se 2.9987 -3.7713 -1.8582 0.0 0.0 0.0 0.534
Se 4.0427 -2.1026 -3.0685 0.0 0.0 0.0 -0.034
Cl -1.0872 -2.0267 3.4094 0.0 0.0 0.0 0.705
C 0.9491 -3.5234 2.5436 0.0 0.0 0.0 -1.179
Cl 2.3471 -3.8451 1.6364 0.0 0.0 0.0 0.658
Cl 0.6214 -4.6010 3.8452 0.0 0.0 0.0 0.612
C 0.2030 -2.4390 2.2874 0.1 0.0 0.0 -0.931
N 0.4084 -1.5580 1.2842 0.0 0.0 0.0 -0.273



3.
57
Properties=species:S:1:pos:R:3:forces:R:3:lowdin_charge:R:1 method="wB97M-V/def2-TZVPD" molar_mass_g_mol=697.15 homo_ev=-7.65 gap_ev=7.306
Sn -0.1664 -0.1246 0.1677 -0.4 -0.2 -0.5 1.197
Cl -3.0004 4.6637 -3.6461 0.0 0.0 0.0 0.662
C -2.7811 3.5213 -2.3594 -0.3 0.0 0.0 -0.674
C -1.4936 3.2251 -1.9568 0.2 -0.2 0.2 -0.033
C -1.2857 2.3285 -0.9108 -0.1 0.1 0.1 -0.255
N -0.0498 1.9219 -0.3804 0.6 0.0 -0.5 -0.028
C 1.1308 2.4333 -0.8037 0.2 0.4 0.1 -0.451
O 1.3246 3.2528 -1.6890 -0.1 -0.2 0.0 0.067
C 2.2984 2.0615 0.0859 -0.1 -0.1 0.1 -0.195
C 3.5139 2.6904 -0.1245 0.1 0.0 0.0 0.010
C 4.5188 2.5166 0.8098 0.0 0.0 0.0 -0.041
C 4.2498 1.7558 1.9362 0.0 0.0 0.0 -0.042
C 3.0126 1.1465 2.0511 -0.1 0.0 -0.1 -0.108
N 2.0543 1.2598 1.1240 0.2 0.2 0.1 0.093
C -2.3863 1.7141 -0.2922 -0.1 0.1 0.1 -0.244
C -3.6772 2.0066 -0.7193 0.2 0.0 0.2 -0.035
C -3.8705 2.9132 -1.7424 0.0 0.2 -0.2 -0.673
Cl -5.4965 3.2716 -2.2275 0.1 0.0 0.0 0.665
N -2.0688 0.7016 0.6348 -0.3 -0.1 0.2 -0.022
C -3.0415 0.0662 1.3339 -0.1 -0.1 -0.1 -0.446
O -4.1290 0.5071 1.6660 0.1 0.0 0.0 0.077
C -2.7272 -1.3806 1.6212 0.2 0.2 0.0 -0.177
C -3.4824 -2.1197 2.5210 0.0 0.0 -0.1 0.018
C -3.1584 -3.4488 2.6971 0.0 -0.1 0.0 -0.039
C -2.1111 -3.9947 1.9609 0.0 -0.1 0.0 -0.040
C -1.4132 -3.1830 1.0940 -0.1 0.2 -0.2 -0.102
N -1.7220 -1.8907 0.9234 0.1 -0.5 0.2 0.022
H -0.6537 3.6864 -2.4449 0.0 0.0 0.0 0.100
H 3.6215 3.3211 -0.9942 0.0 0.0 0.0 0.121
H 5.4813 2.9943 0.6796 0.0 0.0 0.0 0.111
H 4.9815 1.6210 2.7210 0.0 0.0 0.0 0.109
H 2.7833 0.5516 2.9252 0.0 0.0 -0.1 0.109
H -4.5274 1.5405 -0.2486 0.0 0.0 0.0 0.104
H -4.2948 -1.6332 3.0408 0.0 0.0 0.0 0.123
H -3.7127 -4.0601 3.3975 0.0 0.0 0.0 0.112
H -1.8329 -5.0346 2.0619 0.0 0.0 0.0 0.109
H -0.5911 -3.5622 0.5009 0.1 0.0 0.0 0.124
N 0.4115 -0.9420 -4.2428 0.1 -0.1 0.2 0.078
C 0.4598 -0.9407 -2.8914 0.0 0.2 -0.2 -0.825
S -1.0554 -0.6181 -2.0929 -0.1 -0.4 -0.2 0.745
N 1.6203 -1.1511 -2.3373 -0.4 0.1 0.5 0.003
N 1.5552 -1.1833 -0.9473 0.6 0.2 -0.5 -0.101
C 2.6574 -1.5641 -0.4025 -0.1 -0.1 0.3 -0.050
C 2.8712 -1.7533 1.0211 0.2 0.1 -0.4 -0.167
C 4.1498 -2.1206 1.4588 0.0 0.0 0.0 -0.036
C 4.4127 -2.3349 2.7951 -0.1 0.0 0.0 -0.083
C 3.3716 -2.1959 3.7185 0.1 0.0 0.0 -0.072
C 2.1059 -1.8305 3.3070 0.0 -0.1 0.1 -0.023
C 1.8467 -1.5918 1.9551 -0.4 0.0 -0.1 -0.358
O 0.6032 -1.2830 1.5906 0.2 0.1 0.8 -0.211
H -0.4524 -0.7763 -4.7223 0.0 0.0 0.0 0.084
H 1.2459 -1.1704 -4.7538 0.0 0.0 0.0 0.102
H 3.4786 -1.7986 -1.0766 0.0 0.0 0.0 0.133
H 4.9352 -2.2366 0.7206 0.0 0.0 0.0 0.116
H 5.4026 -2.6221 3.1216 0.0 0.0 0.0 0.101
H 3.5574 -2.3720 4.7707 0.0 0.0 0.0 0.107
H 1.2912 -1.7087 4.0102 0.0 0.0 0.0 0.125



4.
37
Properties=species:S:1:pos:R:3:forces:R:3:lowdin_charge:R:1 method="wB97M-V/def2-TZVPD" molar_mass_g_mol=249.32 relative_energy_kj_mol=1191.2 homo_ev=-7.52 gap_ev=7.329
C -6.2843 -1.2603 -1.2253 0.6 1.5 -0.7 -0.100
C -4.6931 -1.2024 -1.0009 -6.0 1.7 4.0 -0.183
C -4.4318 -0.4144 0.3185 -7.5 -2.3 -0.8 -0.238
N -3.1289 -0.4564 0.6492 0.2 -3.9 1.0 0.054
C -2.4424 0.5129 0.1722 -0.2 6.9 2.9 -0.528
O -3.0456 1.6114 -0.0599 1.9 -1.8 -1.6 -0.015
N -1.2093 0.4957 0.7259 -0.1 10.7 -4.4 -0.050
C -0.4572 -0.5150 0.9729 2.9 -4.7 6.9 -0.265
H -0.4774 -1.3301 0.2649 0.9 -0.4 -0.5 0.130
H -0.9029 -0.9299 1.9940 0.7 -0.4 -1.5 0.155
C 0.9467 0.0272 1.4654 1.6 -7.5 -2.7 -0.102
N 1.5812 0.4361 0.1817 6.1 -6.4 7.0 -0.165
C 2.9469 -0.2409 -0.1623 -3.3 4.6 4.1 -0.245
N 3.4616 0.5328 -1.1439 2.0 -2.8 -2.7 0.102
C 4.6536 0.0507 -1.6205 -2.3 -1.3 6.9 0.002
C 5.3307 -0.8461 -0.5877 2.2 1.1 -5.9 -0.056
C 4.8039 -1.4452 0.4816 -10.0 8.8 -6.3 -0.083
N 3.5118 -0.9717 0.8528 0.7 -1.2 -3.1 0.123
H 5.3559 -1.8719 1.0403 6.5 -6.1 7.7 0.005
H 6.3701 -1.0692 -0.8615 -0.3 -0.2 0.2 0.093
H 5.0154 0.4841 -2.4982 1.1 0.4 -1.0 0.082
C 0.8242 1.3265 -0.4287 1.9 0.4 -8.5 -0.346
H 1.5823 2.1762 -0.8239 -2.3 -1.1 0.5 0.146
C -0.3535 1.7877 0.3243 -3.8 -1.6 -7.4 -0.049
H -0.9015 2.5385 -0.7425 1.1 -2.3 4.2 0.242
H 0.0918 2.3569 1.0110 0.2 2.4 3.6 0.062
H 0.6556 0.5141 -1.4986 -1.0 3.3 1.6 0.185
H 1.0476 0.7357 2.2190 -0.6 1.2 1.4 0.089
H 1.4712 -1.0885 1.9026 -1.2 3.7 -1.4 0.180
H -2.6700 -1.3449 0.8140 -0.4 0.1 0.1 0.151
H -4.9510 0.6316 0.2605 1.6 -2.0 0.3 0.163
H -5.1344 -1.0702 1.0220 1.7 1.5 -0.6 0.153
H -4.3990 -2.1641 -0.9524 1.4 -3.3 0.4 0.063
H -4.3528 -0.7605 -1.8017 2.3 2.5 -4.2 0.048
H -6.8958 -1.8843 -0.5351 0.5 0.8 -0.4 0.076
H -6.4611 -1.5490 -2.2280 0.1 -1.8 -1.1 0.028
H -6.7292 -0.2528 -1.5305 0.5 -0.5 1.9 0.091